Computed, not measured: a 2-piece molecular cluster, C5H8F3N2O2 overall in a non-equilibrium geometry, with ωB97M-V/def2-TZVPD.

The value obtained for the frontier orbital gap (spin up / spin down) is 0.2467 / 0.2467 hartree. For the total energy, the calculation gives -754.92879 a.u. As for the HOMO energy (spin up / spin down): -2.9842 / -2.9851 eV. The total charge is -1.

The geometry in XYZ format:
```
20
Properties=species:S:1:pos:R:3:nbo_charge:R:1
C 2.10 -1.54 -0.87 0.88
C 0.41 0.41 1.55 -0.65
C 0.45 0.28 -1.42 -0.11
C -0.71 0.34 0.61 -0.07
C -1.90 1.25 0.39 0.95
N -1.31 -1.00 0.59 -0.86
N 1.71 -0.17 -1.32 -0.69
O 3.15 -1.48 -0.28 -0.74
O 1.25 -2.36 -1.10 -0.76
F -1.60 2.56 0.07 -0.36
F -2.58 0.81 -0.68 -0.34
F -2.80 1.28 1.45 -0.37
H 0.32 1.33 2.18 0.20
H 0.24 -0.44 2.16 0.20
H 1.37 0.30 1.08 0.23
H -0.29 -0.51 -1.67 0.19
H 0.31 1.30 -1.78 0.18
H -0.75 -1.81 0.71 0.38
H -1.78 -1.10 -0.23 0.35
H 2.42 0.54 -1.42 0.38
```

---

Computed, not measured: an isolated ion of composition C7H13O and charge -1, with ωB97M-V/def2-TZVPD.

The value obtained for the frontier orbital gap is 0.2038 hartree. For the total energy, the calculation gives -349.71355 a.u. As for the HOMO energy: -2.0508 eV. The total charge is -1.

The geometry in XYZ format:
```
21
Properties=species:S:1:pos:R:3:nbo_charge:R:1
C -1.14 -0.95 1.43 -0.43
C 0.15 -0.71 1.22 0.04
C 1.04 -0.18 2.32 -0.65
C 0.82 -0.91 -0.10 -0.45
C 0.98 0.39 -0.93 -0.38
C -0.28 1.21 -1.12 -0.46
C -1.38 0.52 -2.01 0.00
O -1.82 1.31 -3.01 -0.96
H -1.63 -0.79 2.39 0.18
H -1.76 -1.30 0.62 0.21
H 0.58 -0.30 3.31 0.20
H 1.19 0.88 2.18 0.22
H 2.00 -0.70 2.36 0.20
H 1.80 -1.36 0.04 0.19
H 0.22 -1.59 -0.71 0.22
H 1.34 0.10 -1.93 0.20
H 1.79 1.00 -0.51 0.17
H -0.06 2.13 -1.66 0.22
H -0.72 1.48 -0.15 0.17
H -2.20 0.20 -1.32 0.07
H -0.90 -0.42 -2.40 0.05
```

---

Computed, not measured: a 10-piece molecular cluster, C56H142N10O18 overall in a non-equilibrium geometry, with ωB97M-V/def2-TZVPD.

The value obtained for the frontier orbital gap is 0.3302 hartree. For the total energy, the calculation gives -4120.07193 a.u. As for the HOMO energy: -8.6492 eV. The total charge is 0.

The geometry in XYZ format:
```
226
Properties=species:S:1:pos:R:3:mulliken_charge:R:1
C 3.51 -4.30 -4.63 -0.54
O 3.80 -3.09 -5.29 -0.36
C 3.00 -2.01 -4.80 -0.15
C 3.91 -0.77 -5.01 0.41
C 3.26 0.57 -4.75 -1.09
N 4.26 -0.72 -6.48 -0.79
H 4.05 -4.33 -3.68 0.34
H 3.94 -5.13 -5.20 0.31
H 2.49 -4.67 -4.48 0.02
H 2.05 -1.94 -5.34 -0.32
H 2.73 -2.20 -3.75 0.57
H 4.86 -0.93 -4.48 0.48
H 2.81 0.50 -3.75 -0.04
H 2.45 0.70 -5.46 -0.01
H 3.92 1.43 -4.78 0.37
H 3.60 -1.27 -7.01 0.30
H 5.08 -1.32 -6.49 0.37
C 5.53 2.07 2.49 -0.63
O 5.38 0.66 2.58 -0.17
C 5.88 -0.03 1.44 -0.97
C 4.90 0.09 0.27 1.73
C 3.65 -0.82 0.36 -1.30
N 5.53 -0.07 -1.05 -0.74
H 4.68 2.49 3.03 0.27
H 5.60 2.51 1.50 0.16
H 6.42 2.42 3.02 0.30
H 6.91 0.23 1.22 0.25
H 5.92 -1.10 1.66 0.26
H 4.55 1.12 0.17 -0.55
H 3.13 -0.50 1.26 -0.15
H 3.95 -1.84 0.61 0.41
H 3.11 -0.77 -0.58 0.50
H 5.33 -0.98 -1.45 0.28
H 5.08 0.57 -1.70 0.14
C -5.46 1.21 -1.40 0.23
O -5.91 1.26 -2.73 -0.38
C -7.27 0.94 -2.85 -0.62
C -8.23 2.01 -2.31 -0.71
N -7.74 3.32 -2.68 -0.30
C -8.15 4.38 -1.77 -0.40
C -7.52 5.77 -1.98 -0.23
O -8.29 6.63 -1.13 -0.40
C -7.62 7.04 0.06 0.07
H -6.03 1.90 -0.75 0.25
H -4.48 1.66 -1.26 -0.53
H -5.63 0.26 -0.90 0.28
H -7.53 -0.08 -2.55 0.38
H -7.48 0.93 -3.92 0.36
H -8.41 1.91 -1.23 0.36
H -9.19 1.79 -2.79 0.40
H -6.73 3.28 -2.75 0.22
H -7.96 4.05 -0.73 0.23
H -9.24 4.42 -1.76 0.33
H -7.80 6.07 -2.99 0.34
H -6.43 5.80 -1.89 0.02
H -7.47 8.12 0.00 0.37
H -6.60 6.64 0.15 -0.55
H -8.12 6.70 0.96 0.32
C 0.03 -1.21 -7.72 -0.37
O -1.33 -0.86 -7.57 -0.50
C -1.91 -1.16 -6.30 0.29
C -2.17 -2.66 -6.20 -1.10
N -1.74 -3.22 -4.91 0.38
C -0.40 -3.82 -4.88 0.08
C -0.43 -5.20 -4.20 -0.64
O -0.54 -6.20 -5.19 -0.37
C -0.72 -7.51 -4.69 -0.75
H 0.32 -2.10 -7.16 0.01
H 0.66 -0.35 -7.47 0.20
H 0.21 -1.45 -8.76 0.37
H -2.76 -0.53 -6.04 0.40
H -1.19 -0.90 -5.52 -0.13
H -1.74 -3.29 -6.99 0.51
H -3.24 -2.77 -6.40 0.40
H -2.34 -3.96 -4.58 -0.39
H 0.22 -3.15 -4.29 -0.29
H -0.07 -4.03 -5.91 0.17
H -1.22 -5.28 -3.44 0.37
H 0.51 -5.32 -3.65 0.37
H 0.17 -8.14 -4.60 0.29
H -1.37 -7.99 -5.42 0.27
H -1.18 -7.60 -3.70 0.27
C 8.18 7.00 -4.60 -0.73
O 7.31 6.08 -5.24 -0.33
C 5.96 6.30 -4.89 -0.75
C 5.25 4.94 -4.75 -0.25
N 4.17 4.95 -3.78 -0.34
C 4.54 4.75 -2.38 -0.83
C 5.01 3.34 -2.05 -0.38
O 4.05 2.27 -2.20 0.54
C 2.74 2.47 -1.65 -1.40
H 7.95 7.15 -3.54 0.30
H 8.00 7.98 -5.06 0.30
H 9.24 6.78 -4.69 0.26
H 5.62 7.06 -5.62 0.36
H 5.82 6.83 -3.94 0.35
H 6.04 4.19 -4.60 0.23
H 4.76 4.79 -5.71 0.43
H 3.55 4.18 -4.02 0.18
H 3.61 4.97 -1.85 0.44
H 5.37 5.37 -2.03 0.43
H 5.19 3.36 -0.97 -0.07
H 5.88 2.95 -2.59 0.36
H 2.30 1.60 -1.15 0.07
H 2.08 2.62 -2.51 0.40
H 2.73 3.31 -0.95 0.62
C -0.38 1.79 -5.34 -0.23
O -0.59 1.85 -3.95 -0.25
C -1.32 0.73 -3.38 -0.29
C -1.58 1.26 -1.98 0.26
N -1.77 0.08 -1.13 0.16
C -1.94 0.37 0.30 0.45
C -0.67 0.93 0.90 -0.56
O -0.63 1.20 2.29 -0.43
C -0.25 -0.02 2.93 -0.36
H -0.03 2.79 -5.60 0.40
H -1.21 1.63 -6.03 0.38
H 0.47 1.16 -5.62 -0.38
H -0.63 -0.13 -3.38 0.15
H -2.22 0.56 -3.97 0.29
H -2.41 1.95 -1.76 -0.65
H -0.77 1.92 -1.66 0.21
H -2.54 -0.53 -1.38 -0.08
H -2.15 -0.61 0.75 0.31
H -2.74 1.03 0.64 -0.07
H -0.42 1.89 0.41 -0.06
H 0.26 0.46 0.54 0.21
H 0.12 0.30 3.91 0.28
H 0.56 -0.56 2.44 0.17
H -1.05 -0.73 3.15 0.05
C -4.58 7.24 5.08 -0.68
O -5.57 7.18 4.09 -0.37
C -5.11 6.95 2.77 -0.23
C -5.29 5.47 2.43 -0.95
N -4.56 5.01 1.26 0.28
C -3.19 4.57 1.55 -0.89
C -2.50 4.05 0.30 1.07
O -2.01 5.13 -0.47 -0.46
C -2.90 5.88 -1.31 -0.66
H -4.99 7.47 6.06 0.27
H -3.85 8.01 4.80 0.29
H -4.04 6.28 5.12 0.27
H -4.07 7.30 2.66 0.39
H -5.70 7.64 2.17 0.13
H -6.35 5.28 2.27 0.25
H -5.12 4.87 3.32 0.44
H -4.49 5.65 0.49 -0.15
H -3.24 3.71 2.22 0.50
H -2.58 5.37 1.99 0.30
H -3.10 3.33 -0.24 -0.43
H -1.58 3.62 0.70 -0.16
H -2.40 5.96 -2.28 0.32
H -3.03 6.90 -0.95 0.30
H -3.86 5.39 -1.48 0.14
C -4.44 -2.62 -0.22 -0.88
O -4.40 -2.10 -1.51 0.04
C -3.68 -2.96 -2.44 -0.12
C -4.42 -4.18 -2.98 -1.60
N -4.05 -5.42 -2.32 0.19
C -4.64 -6.61 -2.90 -0.62
C -4.57 -7.77 -1.90 -0.80
O -3.25 -8.30 -1.86 -0.25
C -2.90 -8.79 -0.60 -0.84
H -4.67 -3.68 -0.15 0.29
H -5.18 -2.13 0.42 0.40
H -3.55 -2.42 0.41 0.25
H -2.63 -2.94 -2.13 0.52
H -3.69 -2.22 -3.25 -0.03
H -4.10 -4.15 -4.02 0.65
H -5.50 -4.02 -2.96 0.40
H -4.26 -5.33 -1.33 0.21
H -4.21 -6.91 -3.86 0.34
H -5.73 -6.54 -3.03 0.33
H -5.16 -8.56 -2.39 0.41
H -5.05 -7.51 -0.96 0.44
H -1.81 -8.88 -0.50 0.25
H -3.29 -9.79 -0.38 0.30
H -3.12 -8.09 0.22 0.35
C 7.83 -1.00 9.84 -0.72
O 7.72 -1.04 8.44 -0.37
C 6.51 -1.64 8.01 -0.49
C 6.56 -1.96 6.51 -0.28
N 5.32 -2.63 6.15 -0.17
C 5.09 -2.69 4.70 -0.37
C 3.56 -2.76 4.53 -0.76
O 2.88 -1.76 5.28 -0.07
C 3.05 -0.49 4.66 -0.36
H 7.51 -1.87 10.43 0.30
H 7.30 -0.09 10.14 0.29
H 8.88 -0.81 10.07 0.26
H 5.64 -0.99 8.19 0.32
H 6.32 -2.50 8.67 0.28
H 7.44 -2.59 6.36 0.28
H 6.66 -0.98 6.03 0.19
H 4.55 -2.29 6.69 0.08
H 5.58 -3.53 4.21 0.41
H 5.47 -1.81 4.17 0.09
H 3.26 -3.67 5.06 0.21
H 3.17 -2.93 3.53 0.47
H 2.94 -0.39 3.58 -0.09
H 4.05 -0.12 4.93 0.20
H 2.39 0.23 5.14 0.38
C 3.41 -4.63 11.02 -0.76
O 2.73 -3.92 9.99 -0.32
C 2.62 -4.50 8.71 -0.69
C 1.57 -3.71 7.92 -0.33
N 0.24 -3.86 8.52 -0.35
C -0.82 -3.37 7.64 -0.84
C -0.86 -1.87 7.38 -0.15
O -1.37 -1.64 6.05 -0.26
C -2.43 -0.72 5.98 -0.88
H 3.35 -4.21 12.02 0.23
H 4.43 -4.70 10.65 0.28
H 2.93 -5.61 11.01 0.33
H 2.61 -5.59 8.70 0.52
H 3.55 -4.24 8.17 0.20
H 1.49 -4.14 6.92 0.30
H 2.00 -2.71 7.90 0.23
H 0.34 -3.33 9.39 0.27
H -1.80 -3.77 7.87 0.35
H -0.56 -3.74 6.64 0.33
H 0.05 -1.29 7.51 0.16
H -1.68 -1.50 8.01 0.41
H -2.89 -0.68 4.99 0.22
H -2.04 0.28 6.17 0.35
H -3.29 -1.04 6.58 0.43
```

---

Computed, not measured: C4H9NO2 as an isolated structure, with ωB97M-V/def2-TZVPD.

The value obtained for the frontier orbital gap (spin up / spin down) is 0.3115 / 0.3115 hartree. For the total energy, the calculation gives -362.84253 a.u. As for the HOMO energy (spin up / spin down): -9.0609 / -9.0611 eV. The total charge is 0.

The geometry in XYZ format:
```
16
Properties=species:S:1:pos:R:3:nbo_charge:R:1
C -0.60 0.07 -2.00 -0.26
O -1.35 0.08 -0.81 -0.52
C -0.83 -0.72 0.21 -0.05
C 0.47 -0.10 0.83 -0.20
N 1.11 -0.99 1.65 0.12
O 1.68 -1.81 0.84 -0.40
C 0.24 1.29 1.36 -0.65
H -1.17 0.63 -2.74 0.20
H 0.39 0.54 -1.87 0.18
H -0.45 -0.96 -2.37 0.17
H -0.65 -1.75 -0.13 0.18
H -1.61 -0.73 0.99 0.19
H 1.32 -0.94 -0.04 0.37
H -0.47 1.29 2.20 0.22
H -0.20 1.91 0.57 0.23
H 1.17 1.76 1.69 0.22
```

---

Computed, not measured: C3H8N2 in the gas phase in a non-equilibrium geometry, with ωB97M-V/def2-TZVPD.

The value obtained for the frontier orbital gap is 0.3253 hartree. For the total energy, the calculation gives -228.51978 a.u. As for the HOMO energy: -7.8304 eV. The total charge is 0.

The geometry in XYZ format:
```
13
Properties=species:S:1:pos:R:3:nbo_charge:R:1
C -2.06 0.04 0.10 -0.26
N -1.07 -0.82 0.16 -0.19
N 0.19 -0.30 0.12 -0.27
C 1.31 -1.16 -0.02 -0.40
C 0.46 1.12 0.01 -0.44
H -3.03 -0.39 -0.05 0.19
H -1.92 1.19 0.10 0.15
H 0.95 -2.25 0.08 0.23
H 1.61 -0.95 -0.99 0.18
H 2.05 -0.88 0.73 0.19
H 0.48 1.28 -1.16 0.19
H -0.36 1.74 0.33 0.21
H 1.39 1.36 0.60 0.22
```

---

Computed, not measured: a 2-piece molecular cluster, C5H14 overall in a non-equilibrium geometry, with ωB97M-V/def2-TZVPD.

The value obtained for the frontier orbital gap is 0.4451 hartree. For the total energy, the calculation gives -198.84796 a.u. As for the HOMO energy: -10.9675 eV. The total charge is 0.

The geometry in XYZ format:
```
19
Properties=species:S:1:pos:R:3:nbo_charge:R:1
C -0.11 -0.30 2.79 -0.62
C -0.91 -1.18 1.83 -0.41
C -1.13 -0.68 0.39 -0.63
H 0.63 -0.84 3.39 0.21
H 0.35 0.57 2.30 0.20
H -0.77 0.10 3.55 0.20
H -1.87 -1.33 2.34 0.19
H -0.46 -2.20 1.88 0.20
H -0.25 -1.10 -0.20 0.22
H -1.21 0.41 0.45 0.20
H -2.16 -0.94 0.10 0.22
C 1.07 1.71 -2.36 -0.63
C 0.94 0.19 -2.43 -0.63
H 1.73 2.18 -3.07 0.21
H 0.02 2.01 -2.39 0.21
H 1.34 2.16 -1.37 0.20
H 1.45 -0.23 -3.29 0.21
H 1.45 -0.46 -1.68 0.20
H -0.12 -0.08 -2.26 0.21
```

---

Computed, not measured: C12H19N5O4 in the gas phase in a non-equilibrium geometry, with ωB97M-V/def2-TZVPD.

The value obtained for the frontier orbital gap is 0.3541 hartree. For the total energy, the calculation gives -1043.46544 a.u. As for the HOMO energy: -9.0731 eV. The total charge is 0.

The geometry in XYZ format:
```
40
Properties=species:S:1:pos:R:3:nbo_charge:R:1
C 1.47 4.01 1.59 -0.41
N 1.35 2.75 0.84 -0.62
C 1.48 2.61 -0.48 0.67
O 1.84 3.56 -1.18 -0.65
C 1.09 1.23 -1.14 -0.12
C 2.32 0.57 -1.76 -0.43
C 2.08 -0.80 -2.36 0.09
C 2.27 -1.09 -3.67 -0.11
N 2.24 -2.47 -3.77 -0.52
C 2.11 -2.97 -2.53 0.18
N 1.97 -2.00 -1.61 -0.49
N 0.48 0.28 -0.19 -0.61
C -0.83 0.34 0.11 0.68
O -1.62 1.16 -0.35 -0.64
C -1.32 -0.64 1.18 -0.15
C -1.15 -0.02 2.58 -0.06
O 0.20 0.48 2.79 -0.75
N -2.72 -1.06 0.94 -0.60
C -3.27 -2.17 1.41 0.67
C -4.73 -2.39 1.17 -0.70
O -2.62 -3.03 1.96 -0.64
H 2.36 4.53 1.23 0.22
H 1.54 3.87 2.66 0.20
H 0.61 4.67 1.40 0.20
H 0.99 1.95 1.39 0.43
H 0.41 1.42 -1.95 0.24
H 2.66 1.24 -2.56 0.24
H 3.13 0.46 -1.03 0.22
H 2.49 -0.36 -4.45 0.23
H 2.30 -3.01 -4.62 0.42
H 1.97 -4.03 -2.34 0.20
H 1.03 -0.49 0.17 0.43
H -0.76 -1.55 1.10 0.23
H -1.41 -0.74 3.35 0.19
H -1.85 0.78 2.70 0.17
H 0.31 0.63 3.73 0.48
H -3.23 -0.46 0.33 0.42
H -5.20 -2.85 2.05 0.24
H -4.80 -3.00 0.24 0.24
H -5.21 -1.42 1.02 0.21
```

---

Computed, not measured: C19H22O4 in the gas phase, with ωB97M-V/def2-TZVPD.

The value obtained for the frontier orbital gap is 0.3176 hartree. For the total energy, the calculation gives -1038.19091 a.u. As for the HOMO energy: -8.5211 eV. The total charge is 0.

The geometry in XYZ format:
```
45
Properties=species:S:1:pos:R:3:nbo_charge:R:1
C 0.36 3.59 5.23 -0.61
C -0.44 3.02 4.06 -0.40
C 0.25 3.22 2.71 -0.38
C 1.51 2.37 2.53 -0.45
C 1.18 0.91 2.49 0.10
C 1.37 0.12 3.58 -0.35
C 1.02 -1.28 3.62 0.74
O 1.17 -2.01 4.57 -0.56
O 0.48 -1.81 2.48 -0.46
C 0.28 -1.06 1.37 0.34
C -0.27 -1.71 0.27 -0.30
C -0.50 -1.02 -0.91 0.34
O -1.05 -1.74 -1.91 -0.49
C -1.39 -1.11 -3.14 -0.01
C -2.17 -2.13 -3.97 -0.40
C -1.29 -3.34 -4.29 -0.41
C -0.04 -2.91 -5.04 -0.38
C 0.75 -1.88 -4.23 -0.52
C -0.16 -0.72 -3.96 0.59
O -0.01 0.40 -4.40 -0.53
C -0.16 0.34 -0.99 -0.33
C 0.39 0.97 0.10 -0.15
C 0.62 0.30 1.31 -0.13
H 1.31 3.08 5.35 0.20
H 0.56 4.65 5.08 0.20
H -0.20 3.48 6.16 0.22
H -0.61 1.95 4.23 0.20
H -1.41 3.51 4.03 0.21
H -0.47 2.98 1.92 0.21
H 0.52 4.27 2.61 0.21
H 2.20 2.56 3.35 0.22
H 2.01 2.66 1.60 0.22
H 1.80 0.52 4.49 0.23
H -0.53 -2.75 0.35 0.24
H -2.00 -0.22 -2.95 0.20
H -3.05 -2.44 -3.41 0.23
H -2.50 -1.65 -4.89 0.21
H -1.01 -3.82 -3.35 0.21
H -1.86 -4.05 -4.89 0.22
H 0.60 -3.78 -5.24 0.22
H -0.31 -2.47 -6.00 0.20
H 1.64 -1.54 -4.77 0.23
H 1.06 -2.32 -3.28 0.23
H -0.31 0.89 -1.90 0.24
H 0.65 2.01 0.01 0.22
```

---

Computed, not measured: a 4-piece molecular cluster, CH12N2O3 overall in a non-equilibrium geometry, with ωB97M-V/def2-TZVPD.

The value obtained for the frontier orbital gap is 0.3936 hartree. For the total energy, the calculation gives -380.50680 a.u. As for the HOMO energy: -10.1038 eV. The total charge is 0.

The geometry in XYZ format:
```
18
Properties=species:S:1:pos:R:3:nbo_charge:R:1
N 1.06 -1.82 -1.64 -0.86
C 1.95 -0.90 -0.95 -0.06
N 1.81 0.49 -1.39 -0.85
H 0.11 -1.47 -1.69 0.36
H 1.35 -2.02 -2.58 0.36
H 1.74 -1.07 0.10 0.18
H 2.97 -1.26 -1.13 0.16
H 2.48 1.06 -0.88 0.36
H 2.12 0.54 -2.35 0.35
O -0.08 -0.36 1.76 -0.94
H 0.07 -0.44 0.81 0.47
H -0.42 0.55 1.83 0.48
O -0.82 -3.12 0.54 -0.98
H -0.24 -2.95 -0.22 0.48
H -0.72 -2.45 1.23 0.49
O -4.70 4.98 1.87 -0.93
H -4.03 5.67 1.94 0.47
H -4.65 4.57 2.75 0.47
```

---

Computed, not measured: C3H6N2O in the gas phase in a non-equilibrium geometry, with ωB97M-V/def2-TZVPD.

The value obtained for the frontier orbital gap is 0.3766 hartree. For the total energy, the calculation gives -302.56933 a.u. As for the HOMO energy: -9.4804 eV. The total charge is 0.

The geometry in XYZ format:
```
12
Properties=species:S:1:pos:R:3:nbo_charge:R:1
H 1.24 1.78 -0.12 0.36
N 0.26 1.44 -0.09 -0.67
C 0.19 0.17 -0.04 0.35
C -1.10 -0.57 -0.09 -0.29
C -2.28 0.09 0.06 -0.30
N 1.38 -0.67 0.09 -0.35
O 2.54 0.08 -0.06 -0.57
H -1.01 -1.68 -0.10 0.21
H -3.21 -0.45 0.08 0.19
H -2.40 1.22 0.20 0.23
H 1.37 -1.33 -0.68 0.35
H 3.02 -0.09 0.77 0.48
```

---

Computed, not measured: C3H3NO3 in the gas phase in a non-equilibrium geometry, with ωB97M-V/def2-TZVPD.

The value obtained for the frontier orbital gap is 0.3126 hartree. For the total energy, the calculation gives -396.41708 a.u. As for the HOMO energy: -7.9164 eV. The total charge is 0.

The geometry in XYZ format:
```
10
Properties=species:S:1:pos:R:3:nbo_charge:R:1
O -0.57 -0.73 -2.15 -0.54
N -0.49 0.43 -1.54 -0.21
C 0.01 0.16 -0.32 0.64
O 0.31 -0.91 0.26 -0.47
C 0.42 -0.62 1.64 0.01
C 0.37 0.73 1.77 0.08
O -0.02 1.24 0.50 -0.42
H 0.12 -1.19 -1.61 0.44
H 0.27 -1.59 2.31 0.25
H 0.44 1.30 2.58 0.21
```